Computed, not measured: a cluster of 2 separate species, H4N2O3S in total in a non-equilibrium geometry, with wB97M-V/def2-TZVPD.

Structure (XYZ):
```
10
Properties=species:S:1:pos:R:3:mulliken_charge:R:1
N -0.8587 -1.7411 0.2094 -0.3537
N 2.1844 0.3311 0.1518 -0.3982
O -3.3274 1.0459 -0.0696 -0.3609
O -1.8278 -0.8861 -0.1701 -0.0461
O 1.2812 1.3950 -0.2473 -0.4451
S -2.2270 0.4579 0.5515 0.5183
H -0.9144 -2.5332 -0.4749 0.2375
H 1.2270 2.2181 0.2878 0.3256
H 2.9003 0.1845 -0.6117 0.2486
H 1.5625 -0.4721 0.3733 0.2740
```

Orbital gap (alpha / beta) (eV): 7.950 / 8.794
Relative energy (zero: lowest compared OMol25 entry of this formula, charge and spin) (kcal per mole): 95.5
E_HOMO (alpha / beta) (eV): -8.65 / -9.48
Charge: 0
Lowest unoccupied orbital energy (alpha / beta) (Eh): -0.02586 / -0.02508
Molecular weight (g mol⁻¹): 112.11